No. 1
Entry from the Open Molecules 2025 dataset: the molecule C5H7N (ωB97M-V/def2-TZVPD).

XYZ file:
```
13
Properties=species:S:1:pos:R:3:forces:R:3
C -0.9691 -2.4370 -0.4266 0.134 -1.027 -0.006
C -0.9345 -1.2593 -0.2069 0.374 0.929 0.049
C -0.8083 0.2090 0.0571 -1.152 -0.945 -0.610
C 0.2943 0.5694 1.0476 0.145 -0.237 1.547
C 1.1338 1.0000 -0.1573 0.773 -0.588 -0.288
N -0.0920 0.9893 -0.9742 -0.228 0.284 0.163
H -0.9331 -3.5149 -0.5611 -0.155 0.894 0.025
H -1.8340 0.5771 0.2661 0.602 -0.009 -0.020
H -0.0383 1.3714 1.7247 0.312 -0.066 -0.413
H 0.6749 -0.2527 1.6906 -0.193 0.476 -0.591
H 1.8706 0.2178 -0.4554 -0.438 0.337 0.222
H 1.6801 1.9433 -0.1080 -0.246 0.095 -0.010
H -0.0444 0.5867 -1.8965 0.073 -0.143 -0.068
```
Positions in Å, forces in eV/Å.

Its spin multiplicity is 1. The calculation puts the energy relative to the best compared isomer or geometry (same formula, charge and spin) at 2.953 eV.



No. 2
Entry from the Open Molecules 2025 dataset: the molecule C5H7N (ωB97M-V/def2-TZVPD).

XYZ file:
```
13
Properties=species:S:1:pos:R:3:forces:R:3
C 1.3114 0.1310 -0.1551 0.407 0.141 0.005
C 0.3965 -1.0310 -0.0151 0.409 -0.121 -0.023
C -1.0364 -0.4269 -0.2329 0.785 -0.369 -0.668
C -0.8359 1.0600 -0.3705 0.043 0.058 -0.279
N 0.3010 0.9533 0.6114 0.085 0.266 0.215
C -0.3222 -0.3761 1.0769 0.039 -0.191 0.506
H 2.2206 0.0085 0.4293 0.090 0.250 0.041
H 1.5376 0.4910 -1.1677 0.036 0.061 0.248
H 0.5231 -2.1085 -0.1237 0.041 0.347 -0.218
H -1.3546 -1.1982 -0.9000 -2.026 -0.210 0.296
H -1.6153 1.6721 0.1021 0.046 -0.357 -0.205
H -0.6016 1.4709 -1.3577 0.196 0.075 0.139
H -0.5242 -0.6462 2.1032 -0.151 0.051 -0.056
```
Positions in Å, forces in eV/Å.

Its spin multiplicity is 1. The calculation puts the energy relative to the best compared isomer or geometry (same formula, charge and spin) at 4.006 eV.



No. 3
Entry from the Open Molecules 2025 dataset: the molecule C5H7N (ωB97M-V/def2-TZVPD).

XYZ file:
```
13
Properties=species:S:1:pos:R:3:forces:R:3
C 2.8546 -0.9514 -0.3309 -0.389 0.181 -0.053
C 1.7330 -0.5308 -0.4508 0.462 -0.162 0.017
C 0.3572 -0.0948 -0.5696 0.092 -0.205 -0.126
C -0.1086 1.2904 -0.2664 -0.042 0.240 -0.059
N -0.3331 0.2147 0.6710 -0.044 -0.025 0.069
C -1.6794 -0.3121 0.7901 -0.171 -0.065 0.036
H 3.8468 -1.3262 -0.2090 -0.167 0.091 -0.044
H -0.2152 -0.6199 -1.3386 0.083 0.089 0.173
H -0.9612 1.6440 -0.8491 0.128 -0.067 0.079
H 0.5991 2.0611 0.0336 -0.100 -0.224 -0.028
H -1.6212 -1.3624 1.0946 -0.017 0.165 -0.061
H -2.2609 -0.2497 -0.1470 0.123 0.021 0.125
H -2.2112 0.2373 1.5721 0.043 -0.038 -0.128
```
Positions in Å, forces in eV/Å.

Its spin multiplicity is 1. The calculation puts the energy relative to the best compared isomer or geometry (same formula, charge and spin) at 3.204 eV.



Listing HOMO-LUMO gap for the structures above in their given order: 10.25 10.35 10.49 eV.
Listing calculated total energy for the structures above in their given order: -249.36471 -249.32601 -249.35551 Eh.
Listing F_max for the structures above in their given order: 1.6 2.1 0.5 eV/Å.